1.
{"formula": "C6H11N2O2P", "method": "wB97M-V/def2-TZVPD", "smiles": "CC(=O)N1N=C(C)C[P@@]1(C)=O", "orbital_gap_ha": 0.343, "homo_energy_ha": -0.3293, "spin_multiplicity": 1, "charge": 0, "symbols": ["C", "C", "O", "N", "N", "C", "C", "C", "P", "C", "O", "H", "H", "H", "H", "H", "H", "H", "H", "H", "H", "H"], "xyz": [[-0.66542, 2.67271, 1.27254], [0.33007, 2.21381, 0.24563], [1.10565, 3.02176, -0.19050], [0.25270, 0.90853, -0.06460], [1.11685, 0.34841, -0.96563], [1.16962, -0.91009, -1.03905], [2.18276, -1.68382, -1.88146], [0.34659, -1.78154, -0.08576], [-0.59134, -0.62938, 1.01559], [-2.26566, -0.60442, 0.34098], [-0.16622, -0.54180, 2.42981], [-0.65889, 3.76675, 1.41608], [-0.36153, 2.31115, 2.32873], [-1.67617, 2.32758, 0.99955], [2.98635, -0.96118, -2.12792], [1.53772, -1.79004, -2.76850], [2.59788, -2.56755, -1.56653], [-0.44621, -2.28507, -0.51168], [1.10183, -2.23384, 0.55253], [-2.53550, -1.42214, -0.33851], [-3.01589, -0.53405, 1.17291], [-2.34521, 0.37422, -0.23421]]}

=====

2.
{"formula": "C3H10N2O", "method": "wB97M-V/def2-TZVPD", "orbital_gap_ha": [0.106, 0.305], "homo_energy_ha": [0.0464, -0.1543], "spin_multiplicity": 2, "charge": -1, "s2": 0.750, "symbols": ["C", "C", "C", "N", "N", "H", "H", "H", "H", "H", "H", "H", "H", "H", "H", "O"], "xyz": [[2.25130, 0.07185, 0.11095], [0.83367, 0.51445, 0.31738], [-0.14661, -0.32896, 0.66284], [-1.44849, 0.17851, 0.99797], [0.56077, 1.81829, -0.11950], [2.88523, 0.80726, -0.36710], [2.26847, -0.85957, -0.46454], [2.67676, -0.30834, 1.04576], [0.16279, -1.36215, 0.78797], [-2.13108, -0.38997, 0.54236], [-1.59385, 0.08478, 1.99609], [1.29515, 2.35422, -0.53623], [-0.21790, 2.25842, 0.33704], [-1.79354, -2.37049, -2.34011], [-0.92601, -1.32628, -1.60432], [-1.75545, -1.83103, -1.53404]]}

=====

3.
{"formula": "C3H13N2O3", "method": "wB97M-V/def2-TZVPD", "orbital_gap_ha": 0.363, "homo_energy_ha": -0.4819, "spin_multiplicity": 1, "charge": 1, "symbols": ["N", "C", "C", "N", "C", "O", "H", "H", "H", "H", "H", "H", "H", "H", "H", "H", "H", "O", "H", "H", "O"], "xyz": [[-0.26954, 1.29551, 0.04663], [-0.68545, 0.24283, 1.03388], [0.35676, -1.00763, 0.65149], [0.22839, -2.37177, 1.05572], [-1.03958, -2.92938, 1.60379], [1.41896, -0.69128, 0.19495], [0.68422, 1.25350, -0.19962], [-0.18736, 2.32890, 0.59455], [-0.81511, 1.45985, -0.87656], [-0.60168, 0.68131, 2.08219], [-1.83144, -0.02842, 0.73053], [1.04179, -3.00268, 1.13687], [-1.14881, -3.99541, 1.24143], [-1.89667, -2.41045, 1.23634], [-1.13036, -2.87956, 2.75935], [-0.14220, 2.71711, -2.94999], [-1.61527, 2.52090, -3.12969], [-0.86738, 2.15834, -2.62500], [2.61862, 1.60511, -2.24855], [3.39696, 1.36734, -1.07875], [2.48514, 1.68588, -1.25956]]}

=====

4.
{"formula": "C16H30InNO", "method": "wB97M-V/def2-TZVPD", "orbital_gap_ha": [0.238, 0.225], "homo_energy_ha": [-0.5762, -0.5644], "spin_multiplicity": 1, "charge": 2, "symbols": ["C", "H", "H", "H", "C", "H", "H", "C", "H", "H", "H", "C", "C", "C", "C", "C", "C", "C", "C", "C", "C", "In", "H", "H", "H", "H", "H", "H", "H", "H", "H", "H", "H", "H", "H", "H", "H", "C", "N", "C", "C", "O", "H", "H", "H", "H", "H", "H", "H"], "xyz": [[-2.11806, -1.45938, 2.71036], [-1.88653, -2.21657, 3.47256], [-3.21857, -1.37062, 2.69797], [-1.73993, -0.50775, 3.06404], [-1.60652, -1.96842, 1.36171], [-1.69784, -1.19523, 0.57912], [-0.53960, -2.19524, 1.40549], [-2.35371, -3.19446, 0.84649], [-1.91194, -3.44844, -0.13417], [-2.23627, -4.04383, 1.53161], [-3.42371, -3.00850, 0.70533], [-0.24388, 1.65898, -1.84456], [-1.29052, 0.70667, -1.98670], [-2.24765, 0.91910, -0.95903], [-1.77848, 1.96248, -0.12811], [-0.55715, 2.45143, -0.68180], [0.11283, 3.68349, -0.19270], [-2.43738, 2.47972, 1.09310], [-3.55477, 0.24445, -0.80696], [-1.39742, -0.28226, -3.07792], [0.92711, 1.75905, -2.77479], [1.56038, 0.96264, 0.34310], [-1.72264, 2.76583, 1.87431], [-3.04971, 3.36762, 0.87551], [-3.11046, 1.73278, 1.53101], [0.04855, 3.77040, 0.90518], [1.17953, 3.73468, -0.46083], [-0.39015, 4.56816, -0.62434], [1.08686, 0.79836, -3.29219], [0.73441, 2.50710, -3.55561], [1.90261, 2.02005, -2.31664], [-2.12186, -1.06261, -2.82765], [-1.73897, 0.19426, -4.00660], [-0.43854, -0.77200, -3.28619], [-3.65609, -0.26429, 0.15815], [-4.37480, 0.97270, -0.86750], [-3.73300, -0.49845, -1.58913], [4.23329, -0.13840, 1.62049], [4.34521, -1.22290, 0.63296], [5.42683, -2.17806, 0.86856], [3.37165, -1.65027, -0.19905], [2.29154, -1.05669, -0.50339], [5.02986, -0.28375, 2.37057], [3.27149, -0.17889, 2.17449], [4.38191, 0.84860, 1.14557], [5.01039, -3.15930, 1.15194], [6.03747, -2.30461, -0.03299], [6.05060, -1.81012, 1.68570], [3.57363, -2.63752, -0.65645]]}

=====

5.
{"formula": "C4H8N2O2", "method": "wB97M-V/def2-TZVPD", "smiles": "C[C@H](/N=C/N)C(=O)O", "orbital_gap_ha": 0.366, "homo_energy_ha": -0.3362, "spin_multiplicity": 1, "charge": 0, "symbols": ["C", "C", "N", "C", "N", "C", "O", "O", "H", "H", "H", "H", "H", "H", "H", "H"], "xyz": [[0.74311, 1.51354, 0.43593], [0.61825, 0.42862, -0.73664], [-0.78974, 0.04030, -1.07732], [-1.52546, -0.46471, -0.13560], [-2.86981, -0.81851, -0.07179], [1.35939, -0.80212, -0.33687], [0.80622, -1.72845, 0.22268], [2.72968, -0.81809, -0.33767], [0.24918, 1.15144, 1.31503], [1.81373, 1.46632, 0.83665], [0.44051, 2.45857, 0.12841], [1.08495, 0.71106, -1.61018], [-0.93229, -0.40009, 0.87999], [-3.38897, -0.06574, -0.67844], [-3.21848, -1.03923, 0.94971], [2.87973, -1.63291, 0.21612]]}

=====

6.
{"formula": "C10H27ClIOP2Y", "method": "wB97M-V/def2-TZVPD", "orbital_gap_ha": [0.190, 0.190], "homo_energy_ha": [-0.5736, -0.5738], "spin_multiplicity": 1, "charge": 2, "symbols": ["C", "I", "H", "H", "H", "Y", "P", "C", "C", "H", "H", "H", "H", "H", "H", "C", "H", "H", "H", "P", "C", "C", "H", "H", "H", "C", "H", "H", "H", "H", "H", "H", "Cl", "C", "C", "C", "O", "H", "H", "H", "H", "H", "H"], "xyz": [[-1.63425, 0.72174, -0.34345], [2.35130, 1.67735, 0.91735], [-2.26765, 0.84154, -1.23533], [-1.91744, 1.48426, 0.39014], [-2.00024, -0.19019, 0.13298], [0.57809, -0.33571, -1.11311], [0.24861, 2.71495, -0.96222], [-0.16772, 3.56566, 0.61346], [1.80645, 3.56373, -1.45470], [1.66171, 4.65085, -1.51706], [-0.53494, 4.68307, -2.17833], [2.17949, 3.11751, -2.38499], [-0.87494, 3.17251, -3.05852], [0.48987, 3.19005, 1.40635], [2.57753, 3.38995, -0.66832], [-0.87851, 3.65189, -2.07484], [0.02720, 4.63409, 0.47660], [-1.89593, 3.64953, -1.68354], [-1.21748, 3.38157, 0.86892], [0.20035, -3.03011, -0.83387], [-0.23799, -3.86061, 0.72280], [-0.91982, -3.82679, -2.02901], [2.20537, -3.21099, -2.19948], [1.70608, -4.80048, -1.48367], [2.52032, -3.54732, -0.46919], [1.81963, -3.72122, -1.29881], [-0.91182, -3.26509, -2.97009], [-0.61077, -4.86026, -2.20959], [-0.03431, -4.93442, 0.61661], [-1.30229, -3.68142, 0.92776], [-1.94000, -3.80474, -1.64055], [0.37135, -3.42643, 1.52376], [1.00589, -0.20100, -3.59958], [-1.41753, 0.43076, 2.82924], [-0.16033, -0.24650, 2.32550], [0.89846, -0.65670, 3.25315], [0.04331, -0.46870, 1.09045], [-1.42961, 0.44426, 3.94242], [-2.34702, -0.09969, 2.54442], [-1.48655, 1.50139, 2.53249], [1.11283, -1.69857, 3.04127], [1.79943, -0.09613, 2.97560], [0.58390, -0.50359, 4.27700]]}

=====

Number 6 is which compound?
C10H27ClIOP2Y